# 1
Here is a 4-piece molecular cluster, C17H25Cl2NO16S3 overall from OMol25. Energies are from the ωB97M-V functional and the def2-TZVPD basis.

The geometry in XYZ format:
```
64
Properties=species:S:1:pos:R:3:forces:R:3
Cl 2.4906 -3.5886 1.9062 -1.5421 2.6214 0.6616
Cl -0.9884 2.4111 1.8952 1.6089 -3.2290 0.7180
S -5.0072 -6.3763 3.5211 -0.1939 -0.3640 0.0803
S -0.8358 5.8066 -2.1734 0.0069 -0.1680 -0.3409
S 2.9318 -0.5995 -4.8053 0.1631 0.4622 -0.2537
O -3.4086 -6.2529 3.2263 -1.0458 -0.1359 0.5640
O 2.0236 -1.8829 -5.2365 0.3195 0.8721 0.5542
O -5.2864 -4.8005 3.8360 0.0886 -0.8866 -0.6279
O 4.4584 1.3654 3.6113 0.6003 4.3681 3.6736
O 0.1383 5.9113 -0.8704 -0.9124 -0.1503 -0.5978
O -5.1833 -7.1199 4.7488 0.1356 0.7336 -1.7716
O -1.8654 4.8316 -1.8896 1.1707 1.5779 -0.2892
O 2.0498 0.4257 -4.2935 1.4100 -1.1993 -0.9914
O -5.6769 -6.7217 2.2888 0.6532 0.3288 1.7396
O -1.4980 7.2930 -2.0624 0.7515 -0.7206 -0.2633
O 3.9043 -0.3541 -5.8448 -1.3123 -0.0765 1.4818
O 4.5158 0.3953 2.7335 -0.6626 -5.0299 -1.9036
O -0.7342 -3.1275 1.9243 4.3175 7.3421 -0.5122
O -0.0134 5.7602 -3.3600 -1.3518 -0.0556 1.4961
O 1.3327 1.3562 4.1705 -1.0748 -5.6207 -6.6146
O 3.6926 -1.2942 -3.5407 -0.1895 0.2334 -1.0299
N -1.9600 -0.5223 0.5623 2.5655 -1.3539 0.4638
C -0.2408 0.3130 -1.2895 -0.0665 0.7425 -0.7687
C 1.5734 -2.0075 2.2627 0.2774 3.7646 1.3184
C 2.1718 -0.7807 2.8853 -1.4927 -3.1082 -2.0314
C -4.0396 -4.1430 4.0501 0.6348 0.0051 0.3866
C -3.0428 -4.8758 3.1560 0.0630 0.6925 -0.2921
C -0.2078 0.7123 2.1754 -0.8178 -3.9579 -1.6239
C -0.7695 -0.5362 1.5193 1.2696 2.7650 1.7741
C 3.0068 -2.4940 -3.1899 -0.6021 -0.2807 0.2113
C -1.3480 -0.8272 -0.8200 1.2583 0.0195 -1.3230
C 3.7665 -0.7396 3.3069 -0.6454 -0.6337 1.6658
C -0.5734 0.9402 -2.8035 0.3230 0.5269 0.9382
C 1.1318 0.5015 3.1534 0.4295 3.8195 4.0450
C 2.4453 -3.0318 -4.5034 0.4436 -0.5217 0.1554
C -0.1854 2.5488 -2.8350 -0.3191 0.3620 -0.2168
C -0.0228 -1.9698 1.8879 -2.6143 -4.6335 0.4993
C 0.1421 7.2532 -0.3860 0.1720 0.6831 -0.0345
C -1.2176 7.8297 -0.7716 -0.0857 -0.0851 0.7081
H 0.8503 -0.1158 -1.3339 -2.0839 0.6293 0.2736
H 0.3052 7.2679 0.6950 -0.0548 -0.2482 -0.2146
H -2.5684 -1.3601 0.7556 0.9229 1.0648 0.1862
H 0.9544 7.7926 -0.8836 -0.0862 0.0021 0.0714
H -0.2041 1.2500 -0.5754 -0.3227 -2.1215 -1.2010
H -2.1747 -0.9172 -1.6643 1.4704 0.3383 2.1045
H 1.6047 -3.7127 -4.3449 0.0187 0.3064 -0.1203
H -4.1165 -3.0810 3.8049 -0.2139 -0.2461 -0.0630
H 0.0750 0.4019 -3.6178 -1.7863 0.9160 1.6883
H -0.7846 -1.8550 -0.7940 -1.1114 1.6797 -0.0298
H -2.0106 -4.7379 3.4890 -0.2237 -0.2358 -0.0748
H 3.2209 -3.5408 -5.0846 -0.0604 0.0041 0.0969
H 4.3261 -1.7713 3.1003 -1.5049 2.3778 -0.0843
H 2.2019 -2.2321 -2.4951 0.0200 -0.1093 -0.0338
H 3.7945 -0.5885 4.4850 -0.1448 -0.2938 -2.4881
H 3.6871 -3.2000 -2.7076 0.0695 0.2893 -0.1570
H -1.2138 8.9220 -0.8006 -0.0070 -0.2221 -0.2587
H -3.1352 -4.5516 2.1144 0.0799 0.0315 0.1401
H -1.7294 0.8325 -2.9495 2.2324 0.1316 -0.0615
H 0.5002 2.8812 -1.9259 -1.2749 -0.8932 -1.8444
H -1.9998 7.4869 -0.0861 0.1042 0.0779 0.0135
H 5.3008 1.4042 4.1604 -1.0299 -0.5591 -1.1598
H 0.3724 2.8372 -3.8254 -1.0134 -0.6582 1.9304
H -3.7764 -4.2540 5.1073 0.0482 0.0635 -0.0970
H -1.1503 3.2323 -2.7693 2.2186 -2.0342 -0.2652
```
Positions in Å, forces in eV/Å.

## Properties
* HOMO level: -10.03 eV
* SMILES: CCCCNC1=C(Cl)C(=O)C(COO)=C(Cl)C1=O.O=S1(=O)OCCO1.O=S1(=O)OCCO1.O=S1(=O)OCCO1
* ΔE to the lowest compared entry with this formula, charge and spin: 125.9 kcal/mol

=====

# 2
Here is a 2-piece molecular cluster, C5H11NO overall from OMol25. Energies are from the ωB97M-V functional and the def2-TZVPD basis.

The geometry in XYZ format:
```
18
Properties=species:S:1:pos:R:3:forces:R:3
O 1.9808 3.6649 0.4870 0.7663 -0.2323 0.0133
N -0.2784 1.8453 -1.8251 -0.5773 0.9697 -1.8868
C -0.0320 0.9193 -0.9073 -1.1339 -4.1747 4.1091
C -1.0395 0.1172 -0.4012 3.3253 0.9548 0.1067
C -0.1113 -3.2566 1.1622 -1.8822 0.9189 -3.3302
C -0.7576 -0.8383 0.7624 2.4882 0.7471 -1.1087
C -0.6424 -2.2919 0.3252 0.3748 -2.4538 1.2262
H 0.5692 2.2959 -2.0548 0.6007 0.7006 -1.0960
H -1.9275 0.1575 -0.9843 -1.2303 -0.1009 0.2741
H -0.7574 1.3572 -2.5712 0.0248 0.9721 -0.6418
H 2.5484 3.0754 1.0162 -0.5757 0.3710 -0.2754
H 1.0085 0.7025 -0.5910 -0.6357 0.6947 0.2196
H -0.8738 -2.7441 -0.7038 -0.8724 1.3533 1.5765
H 0.6976 -3.0465 1.7817 0.5452 0.3703 2.0472
H 0.3164 -0.5688 1.1566 -1.7178 -0.2839 -0.6401
H -1.3749 -0.6149 1.6548 -0.1282 -0.7029 -0.7108
H 1.0771 3.5097 0.7576 -0.2360 -0.1892 0.2078
H -0.4031 -4.2838 0.9348 0.8643 0.0852 -0.0906
```
Positions in Å, forces in eV/Å.

## Properties
* HOMO level: -8.02 eV
* SMILES: C=CC/C=C/N.O
* ΔE to the lowest compared entry with this formula, charge and spin: 85.6 kcal/mol

=====

# 3
Here is an isolated ion of composition C17H37N4O3 and charge +1 from OMol25. Energies are from the ωB97M-V functional and the def2-TZVPD basis.

The geometry in XYZ format:
```
61
Properties=species:S:1:pos:R:3:forces:R:3
O -1.6403 0.2936 4.1263 0.0517 0.1080 -0.1029
O 1.7744 -2.8189 0.1240 -0.0557 0.0311 0.1070
O -1.2509 -1.9348 -0.4684 0.2070 0.1561 0.0704
N -1.0270 0.9016 0.7180 -0.0925 0.7962 -0.8701
N -1.8736 2.8435 1.7483 -0.1641 -0.2933 0.3434
N 3.3765 1.7079 -6.0663 -0.1025 -0.0836 0.0479
N -3.2529 1.4847 0.3567 0.7116 -1.0166 0.5573
C -2.0616 1.7868 0.9777 -0.0993 0.1957 -0.0391
C -1.4842 -1.3207 5.9357 0.0062 0.0939 0.1568
C -0.4637 1.4794 -2.9696 0.0255 0.1736 -0.0839
C -2.9172 0.3960 -0.6120 -0.2100 -0.0771 0.1778
C -1.0285 1.7186 -1.5605 0.4497 -0.3944 -0.2663
C 0.5371 -3.4734 0.3226 -0.0795 -0.0669 -0.1809
C 2.0950 -1.7567 1.0012 0.0309 0.2372 -0.0106
C -1.3734 0.4734 -0.6760 -0.4742 -0.0212 -0.2416
C -0.6141 0.4337 3.1741 0.2228 -0.1836 -0.0423
C 3.6007 -1.6455 1.1500 -0.1286 0.2071 0.2028
C -0.7490 -0.8179 -1.1800 0.1298 -0.1236 0.2740
C 1.5736 1.1846 -4.4616 -0.2214 0.2420 -0.0736
C 1.0600 1.3270 -3.0234 -0.1602 0.0305 -0.2380
C -1.1498 -0.0918 1.8383 0.3262 -0.0204 0.4334
C -1.2070 0.0998 5.4767 -0.1899 0.0564 0.2937
C 2.8772 1.9325 -4.7027 0.2265 -0.1836 -0.4124
C -0.5116 -3.1333 -0.7239 -0.2682 -0.2512 -0.0334
H -1.0283 3.3808 1.6371 0.4100 -0.5128 0.5297
H -2.4855 -1.6160 5.6193 0.0759 -0.0357 -0.0518
H 1.6818 0.1349 -4.7511 0.0316 0.0002 0.1187
H -0.6012 -0.9745 1.5437 0.0471 -0.0072 -0.2736
H -3.9071 1.1396 1.0594 -0.6149 0.7010 -0.2492
H 1.7057 -0.8046 0.6053 -0.0540 -0.0285 0.0449
H 4.0500 -1.1784 0.2742 0.0485 -0.1885 -0.0368
H -0.2849 1.4749 3.0844 -0.0126 -0.0456 0.0302
H 1.3900 0.4787 -2.4194 0.1222 0.1413 0.0540
H -0.7483 -2.0354 5.5645 -0.0913 0.0114 -0.1055
H -2.5307 3.1343 2.4573 -0.4157 0.4098 -0.5204
H 0.2694 -0.1470 3.4640 -0.0736 -0.0229 0.0028
H 1.6256 -1.9024 1.9834 0.0142 -0.2064 -0.0334
H -3.3286 -0.5472 -0.2551 0.2357 -0.1002 -0.0882
H 0.3418 -0.7807 -1.1088 -0.0360 0.1191 0.0639
H 2.9314 0.9033 -6.4881 0.0135 -0.0113 -0.0062
H -1.7751 0.7986 6.0951 -0.0045 0.0038 -0.0797
H -1.0049 -0.9264 -2.2394 0.0374 0.0522 0.0493
H -0.7060 2.3680 -3.5608 -0.0336 -0.0622 0.0104
H 0.8230 1.6126 -5.1381 0.0686 -0.0818 -0.0344
H -2.1890 -0.3975 2.0003 0.0247 -0.0378 -0.0890
H -1.9309 2.3247 -1.6712 0.0589 0.0472 0.1931
H 0.1350 -3.2932 1.3278 0.0495 0.0711 -0.0313
H -0.0477 -3.0920 -1.7150 0.0303 0.0251 0.0536
H -0.1521 0.3670 5.5880 -0.0192 -0.0373 -0.0801
H -1.2469 -3.9426 -0.7460 0.0099 0.0731 0.0521
H 3.6346 1.6335 -3.9692 -0.1381 0.0576 0.1319
H 3.8227 -1.0104 2.0122 0.0357 -0.0014 -0.0816
H -0.2787 2.3027 -1.0181 -0.1057 0.0593 -0.0239
H 2.6909 3.0067 -4.5967 0.0330 -0.0624 0.2694
H 1.4879 2.2453 -2.6049 0.0485 -0.1517 0.1631
H 0.7224 -4.5500 0.2447 0.0582 0.0718 -0.0209
H 4.3700 1.5266 -6.0715 0.0255 0.0827 -0.0353
H -1.4704 -1.3630 7.0272 0.0987 -0.0124 -0.0492
H -0.9601 0.6512 -3.4838 -0.0046 0.0419 0.0493
H 4.0469 -2.6223 1.3315 -0.0215 0.0080 -0.0857
H -3.3420 0.6302 -1.5874 -0.0939 0.0171 0.0907
```
Positions in Å, forces in eV/Å.

## Properties
* HOMO level: -11.02 eV
* SMILES: CCOCCOC[C@@]1(CCCCCN)CNC(N)=[N+]1CCOCC
* charge: +1

=====

# 4
Here is one molecule with the formula C3H4Cl2O from OMol25. Energies are from the ωB97M-V functional and the def2-TZVPD basis.

The geometry in XYZ format:
```
10
Properties=species:S:1:pos:R:3:forces:R:3
Cl 1.5841 -1.4897 -0.2489 0.1972 0.3675 0.4463
Cl 0.1848 0.6494 -2.0138 0.1484 -0.8893 1.2883
O 0.0289 1.8683 0.8839 -0.1131 -0.0524 0.5899
C -0.9895 -0.7575 0.2664 1.2319 0.1039 -4.8044
C 0.4289 -0.2449 0.0063 -1.4074 -0.5291 -3.1190
C 0.8224 1.1436 0.3496 0.1518 1.3263 0.1631
H -0.9650 -1.3316 1.0937 -0.0950 -1.8738 3.0402
H 1.7712 1.5602 -0.0326 0.1574 -0.6757 0.2420
H -1.6234 0.0979 0.3517 -0.6397 0.2404 -0.0470
H -1.2424 -1.4956 -0.6562 0.3685 1.9824 2.2006
```
Positions in Å, forces in eV/Å.

## Properties
* HOMO level: -10.59 eV
* SMILES: CC(Cl)(Cl)C=O
* ΔE to the lowest compared entry with this formula, charge and spin: 40.7 kcal/mol

=====

# 5
Here is a 5-piece molecular cluster, CH12N2O4 overall from OMol25. Energies are from the ωB97M-V functional and the def2-TZVPD basis.

The geometry in XYZ format:
```
19
Properties=species:S:1:pos:R:3:forces:R:3
O -0.5310 5.6744 -1.6757 -0.2508 -0.1961 -0.4993
O 1.1806 -1.1340 4.9668 -0.1741 0.0599 -0.0746
O -3.9576 2.9719 -3.3161 -0.4127 -0.2036 0.2386
O 4.1001 -2.5180 4.2830 0.2868 -0.2884 -0.5838
N 0.2383 -2.9971 -2.1914 0.7362 0.1111 0.4395
N -0.7402 -1.1989 -1.0572 0.1592 0.1587 -0.0214
C -0.6762 -2.1388 -2.0725 -1.5965 -1.2250 0.9983
H -0.1770 -1.4418 -0.2557 0.3841 0.0656 -0.1153
H 1.4537 -0.3316 5.4243 0.0927 -0.1423 -0.1004
H 3.8001 -2.7328 3.3902 -0.2614 0.1045 0.0790
H -3.2162 3.5176 -3.0448 0.1531 0.0118 -0.3211
H 0.0323 6.4287 -1.4910 0.0005 -0.0933 0.3372
H 4.9911 -2.8928 4.2498 -0.0682 0.1885 0.4107
H -1.6932 -1.0604 -0.7528 0.0253 0.2936 -0.2034
H 1.9507 -1.4350 4.4730 0.1221 0.0763 0.2560
H -3.8533 2.7281 -4.2400 0.2834 0.2089 0.0864
H -0.7024 5.1890 -0.8653 0.2291 0.2639 0.1597
H -1.6614 -2.2394 -2.5493 0.2895 0.2747 -0.5232
H -0.0097 -3.7761 -2.7852 0.0017 0.3311 -0.5630
```
Positions in Å, forces in eV/Å.

## Properties
* HOMO level: -9.47 eV
* SMILES: [H]/N=C/N.O.O.O.O
* ΔE to the lowest compared entry with this formula, charge and spin: 38.0 kcal/mol

=====

For the records above, the corresponding DFT total energy values read -109819.228; -8897.986; -30323.774; -30266.513; -12401.193 eV.